(1)
{"formula": "C2H3ClF2O", "method": "ωB97M-V/def2-TZVPD", "species": ["Cl", "F", "F", "O", "C", "C", "H", "H", "H"], "positions_angstrom": [[-3.1294, 0.3549, 0.5958], [-0.7041, -0.3017, -0.1088], [-2.2154, -1.7651, -0.3467], [1.4184, 0.1518, -0.0292], [2.2657, 0.9149, -0.3957], [-1.6886, -0.9172, 0.3581], [-1.2745, -1.0818, 1.1449], [2.0453, 1.6879, -1.1396], [3.2827, 0.9564, -0.0788]], "nbo_charge": [-0.2584, -0.2819, -0.2681, -0.4915, 0.2939, 0.6980, 0.1097, 0.0946, 0.1037], "smiles": "FC(F)Cl.C=O", "e_lumo_ev": 0.75, "multiplicity": 1, "homo_lumo_gap_ev": 11.095}


(2)
{"formula": "C2H3ClFNO", "method": "ωB97M-V/def2-TZVPD", "species": ["Cl", "F", "O", "N", "C", "C", "H", "H", "H"], "positions_angstrom": [[1.5409, -1.3229, 0.6760], [-1.0203, -1.8846, 0.5764], [-1.6575, 0.2450, -0.5521], [0.4555, 1.1275, -0.7433], [-0.4454, 0.2516, -0.3493], [-0.1602, -0.7828, 0.7492], [0.1612, 1.8581, -1.3532], [-0.3267, -0.3731, 1.7120], [1.4525, 0.8811, -0.7157]], "nbo_charge": [-0.0730, -0.3236, -0.5745, -0.7975, 0.5980, 0.1375, 0.4135, 0.2010, 0.4187], "smiles": "NC(=O)[C@@H](F)Cl", "e_lumo_ev": 0.62, "multiplicity": 1, "homo_lumo_gap_ev": 10.838}


(3)
{"formula": "C2H3ClN", "method": "ωB97M-V/def2-TZVPD", "species": ["Cl", "N", "C", "C", "H", "H", "H"], "positions_angstrom": [[-4.1186, -0.2238, -1.3151], [-0.2408, 0.1209, -0.0530], [-1.1233, 0.4751, -1.1942], [-2.7947, -0.8605, -0.9356], [0.2187, -0.8988, -0.1715], [0.5099, 0.8450, -0.0792], [-0.5980, 0.0739, 0.9090]], "nbo_charge": [0.3689, -0.8813, 0.1358, 0.0018, 0.4654, 0.4682, 0.4412], "e_lumo_ev": [-6.22, -6.45], "multiplicity": 1, "total_charge": 1, "homo_lumo_gap_ev": [7.260, 7.291]}


(4)
{"formula": "C2H3ClN", "method": "ωB97M-V/def2-TZVPD", "species": ["Cl", "N", "C", "C", "H", "H", "H"], "positions_angstrom": [[2.7323, 0.3208, 0.0055], [1.2795, -0.5934, -0.0495], [-1.3745, 0.5692, -0.1458], [-0.0848, -0.1242, -0.0463], [1.2532, -1.4726, 0.3661], [-2.0888, 0.6179, -1.0241], [-1.7169, 0.6824, 0.8943]], "nbo_charge": [0.3361, -0.5263, -0.3313, 0.4618, 0.4426, 0.3249, 0.2921], "smiles": "C=C=[NH+]Cl", "e_lumo_ev": -6.34, "multiplicity": 1, "total_charge": 1, "homo_lumo_gap_ev": 10.208}


(5)
{"formula": "C2H3ClN2", "method": "ωB97M-V/def2-TZVPD", "species": ["Cl", "N", "N", "C", "C", "H", "H", "H"], "positions_angstrom": [[-2.5450, 0.5354, -0.4231], [-1.1856, -1.5225, 0.7096], [-1.1424, -0.3936, 0.4490], [1.0830, 0.2600, -0.1984], [0.0087, 0.0614, 0.8341], [0.5980, 1.1151, -0.9232], [1.9627, 0.6288, 0.3799], [1.2207, -0.6846, -0.8280]], "nbo_charge": [-0.1519, -0.0145, -0.1021, -0.7466, 0.2476, 0.2642, 0.2505, 0.2527], "e_lumo_ev": -0.62, "multiplicity": 1, "homo_lumo_gap_ev": 8.935}


(6)
{"formula": "C2H3ClO2", "method": "ωB97M-V/def2-TZVPD", "species": ["Cl", "O", "O", "C", "C", "H", "H", "H"], "positions_angstrom": [[-2.0991, 1.2210, 0.1413], [-0.3296, 1.6126, -1.8435], [0.2838, 0.9696, -0.7215], [-0.3753, -0.7675, 0.7491], [-0.5920, 0.3701, 0.1075], [-1.0890, -1.3493, 1.4134], [0.2969, 2.2369, -2.0179], [0.4712, -1.4295, 0.6406]], "nbo_charge": [0.0010, -0.4056, -0.2659, -0.4993, 0.2446, 0.2348, 0.4646, 0.2258], "smiles": "C=C(Cl)OO", "e_lumo_ev": 0.69, "multiplicity": 1, "homo_lumo_gap_ev": 10.032}


(7)
{"formula": "C2H3ClO2", "method": "ωB97M-V/def2-TZVPD", "species": ["Cl", "O", "O", "C", "C", "H", "H", "H"], "positions_angstrom": [[1.2064, 0.1545, 1.9940], [-1.3991, 0.9610, -0.7922], [0.7181, 0.1688, -0.7661], [-0.2909, 0.7296, -1.2131], [0.1944, -0.8767, 1.1739], [-0.1486, 1.1324, -2.1870], [0.6207, -1.7682, 0.6309], [-0.9011, -0.5014, 1.1597]], "nbo_charge": [0.1722, -0.6652, -0.6147, 0.6307, -0.1572, 0.0880, 0.2607, 0.2853], "e_lumo_ev": -1.93, "multiplicity": 1, "homo_lumo_gap_ev": 7.469}


(8)
{"formula": "C2H3ClO2ReS4Sb", "method": "ωB97M-V/def2-TZVPD", "species": ["Re", "Sb", "Cl", "S", "S", "S", "S", "O", "O", "C", "C", "H", "H", "H"], "positions_angstrom": [[0.3523, -1.1267, -0.4418], [0.4773, -3.8804, -2.2766], [-0.4424, 1.5522, 2.3416], [-1.1657, -2.0452, 1.1964], [-0.0542, -1.5473, -2.8123], [-0.2308, -3.5366, 1.8819], [1.2508, -3.3646, 0.1615], [-0.5190, 2.8381, -1.4259], [-0.6837, 0.6280, -0.8192], [-0.3971, 1.9112, -0.6773], [-0.1466, 2.5374, 0.7439], [0.8663, 2.9337, 0.6276], [-0.8386, 3.3150, 1.0248], [1.5314, -0.2148, 0.4755]], "nbo_charge": [0.8257, 0.4251, -0.1524, -0.2231, -0.6703, -0.1332, -0.3572, -0.6069, -0.7607, 0.8016, -0.4325, 0.2205, 0.2262, -0.1628], "e_lumo_ev": [2.28, 1.72], "multiplicity": 4, "total_charge": -1, "s_squared": 4.1102, "homo_lumo_gap_ev": [6.037, 5.234]}


(9)
{"formula": "C2H3ClO2S", "method": "ωB97M-V/def2-TZVPD", "species": ["Cl", "S", "O", "O", "C", "C", "H", "H", "H"], "positions_angstrom": [[2.2849, 0.3642, -0.1437], [-0.5466, -0.6657, -0.6818], [-1.3660, -1.8155, -0.3647], [-0.0737, -0.4485, -2.0037], [0.7749, -0.1496, 0.4927], [-0.4715, 0.8426, 0.3623], [-0.2538, 1.9184, -0.1212], [-1.2496, 0.6033, 1.0291], [0.9014, -0.6493, 1.4311]], "nbo_charge": [0.0479, 2.0921, -0.8709, -0.9052, -0.5114, -0.6196, 0.2831, 0.2432, 0.2409], "smiles": "O=S1(=O)C[C@@H]1Cl", "e_lumo_ev": 0.43, "multiplicity": 1, "homo_lumo_gap_ev": 10.368}


(10)
{"formula": "C2H3ClO3P", "method": "ωB97M-V/def2-TZVPD", "species": ["Cl", "P", "O", "O", "O", "C", "C", "H", "H", "H"], "positions_angstrom": [[0.6892, 2.2924, -0.2807], [-1.2886, -0.3605, -0.1798], [-2.1060, -0.8356, -1.3193], [-1.8786, 0.1822, 1.0712], [0.0202, -1.4311, 0.1649], [0.9069, -0.3342, 0.5290], [0.3423, 0.6130, -0.5019], [2.0016, -0.4109, 0.5379], [0.7812, 0.1590, -1.4800], [0.5318, 0.1257, 1.4588]], "nbo_charge": [-0.0641, 2.3283, -1.1312, -1.1551, -0.8039, -0.1262, -0.6154, 0.1723, 0.2094, 0.1859], "e_lumo_ev": 3.54, "multiplicity": 1, "total_charge": -1, "homo_lumo_gap_ev": 8.908}


(11)
{"formula": "C2H3ClOS", "method": "ωB97M-V/def2-TZVPD", "species": ["Cl", "S", "O", "C", "C", "H", "H", "H"], "positions_angstrom": [[-0.6995, 0.2209, 1.5696], [0.4164, 1.6009, 2.3144], [1.5063, 0.0155, -1.5005], [0.7699, -0.4251, -0.6598], [-0.6393, -0.0825, -0.4653], [-1.2283, -0.9950, -0.5298], [1.0802, -1.1692, 0.1062], [-1.2057, 0.8345, -0.8349]], "nbo_charge": [0.2047, -0.3366, -0.4571, 0.3721, -0.3983, 0.2346, 0.1228, 0.2578], "e_lumo_ev": [-1.21, -1.21], "multiplicity": 1, "homo_lumo_gap_ev": [7.308, 7.307]}


(12)
{"formula": "C2H3ClOS", "method": "ωB97M-V/def2-TZVPD", "species": ["Cl", "S", "O", "C", "C", "H", "H", "H"], "positions_angstrom": [[-2.1241, 0.1158, -0.4186], [2.1012, -0.1352, -0.3851], [0.1258, 1.5283, 0.1513], [-0.6281, -0.8520, 0.1714], [0.5542, 0.1679, -0.0001], [-0.2752, -1.7556, -0.2437], [-0.6581, -1.1826, 1.2990], [0.9044, 2.1134, -0.5742]], "nbo_charge": [-0.0336, -0.0257, -0.6880, -0.4409, 0.1818, 0.2462, 0.2528, 0.5073], "e_lumo_ev": -0.37, "multiplicity": 1, "homo_lumo_gap_ev": 9.000}


Taking the records one at a time from the top gives ΔE to the lowest compared entry with this formula, charge and spin values of 74.66, 3.98, 152.30, 63.84, 152.17, 96.31, 75.95, 0.00, 57.02, 18.62, 76.84, 45.90 kcal per mole.